Computed, not measured: a structure of composition C50H66N6O4PSSi2V in a non-equilibrium geometry, with wB97M-V/def2-TZVPD.

Each line ends with the Löwdin charge.
Positions of all 131 atoms, in Å:
H (6.179, -2.817, 3.440)  0.105
C (2.718, -0.390, -1.937)  -0.199
H (2.752, -0.009, -4.338)  0.089
H (2.367, 1.659, -4.790)  0.086
C (-1.644, -3.172, -0.351)  -0.223
C (5.307, -1.364, -1.642)  -0.059
H (7.113, 2.782, 1.286)  0.107
C (4.258, -2.229, -1.889)  -0.046
C (-1.690, 2.646, -1.745)  -0.199
H (-1.341, -7.062, -1.134)  0.038
C (3.538, -3.602, 1.481)  -0.083
H (-5.415, 1.754, 1.073)  0.087
H (-0.061, 4.996, 0.138)  0.081
C (0.736, 0.579, 6.195)  -0.090
N (-0.608, 1.741, -1.970)  0.001
O (-4.828, -1.757, 0.828)  -0.168
C (2.965, -2.343, 1.376)  -0.101
C (-0.173, 2.754, -4.229)  -0.001
H (-2.443, 1.432, 3.687)  0.098
O (-3.310, 0.118, -0.059)  -0.281
H (-2.649, -1.600, -2.598)  -0.106
H (0.111, 3.803, 2.501)  0.103
C (1.853, -2.733, -2.347)  -0.037
H (-4.977, 3.114, -2.397)  0.112
C (5.279, -2.685, 2.854)  -0.076
N (-0.659, -0.978, -0.095)  -0.069
H (3.075, -4.454, 0.995)  0.102
C (4.095, 4.300, 1.436)  -0.080
H (-2.901, 1.028, 2.005)  0.046
N (1.412, 0.188, -2.084)  -0.009
C (-3.999, 3.276, -1.956)  -0.053
H (-6.671, -0.841, -1.227)  0.095
C (4.693, -1.432, 2.755)  -0.092
H (0.739, 3.330, -4.400)  0.092
C (-3.160, 1.423, -3.406)  -0.031
N (-5.771, 0.151, 2.492)  -0.035
H (-1.213, -6.266, 0.429)  0.029
H (-4.642, 4.958, -0.792)  0.104
C (-2.534, 4.596, -0.608)  -0.048
H (-5.057, -2.555, -1.785)  0.051
H (0.439, 4.604, -1.505)  0.096
C (0.627, -0.553, 5.399)  -0.083
H (2.224, 3.285, 1.690)  0.082
N (-4.977, -1.661, -2.257)  -0.014
H (0.135, -1.439, 5.784)  0.103
P (-4.705, -0.341, 0.085)  0.592
V (0.274, 0.652, -0.565)  0.955
H (-2.910, 1.860, -4.376)  0.089
C (-1.092, -6.118, -0.646)  -0.168
H (-2.362, 5.470, 0.010)  0.112
H (5.162, -4.752, 2.284)  0.104
Si (-2.209, -4.740, -1.289)  0.548
H (-3.982, -5.779, 0.125)  0.035
C (-5.627, -0.613, -1.472)  -0.308
C (3.857, 1.898, 1.713)  -0.218
H (4.448, -3.292, -1.976)  0.114
Si (2.681, 0.438, 1.908)  0.519
H (1.165, -2.821, -1.502)  0.057
C (3.540, -1.234, 1.994)  -0.215
H (-1.970, -4.227, 1.495)  0.114
N (-0.786, 3.439, 2.776)  0.216
H (-6.485, 0.570, 3.076)  0.087
H (0.332, 0.580, 7.200)  0.103
C (-1.280, 2.357, 2.148)  -0.523
C (1.172, -0.560, 4.123)  -0.104
C (3.782, 0.503, -1.710)  -0.197
H (2.268, -3.720, -2.547)  0.086
C (1.833, 0.560, 3.607)  -0.202
C (-1.190, -1.955, -0.859)  -0.591
C (-2.120, -4.722, -3.165)  -0.202
C (1.389, 1.700, 5.705)  -0.087
H (1.111, -1.463, 3.524)  0.090
C (3.555, 1.991, -1.664)  -0.010
C (2.956, -1.762, -2.042)  -0.212
H (3.466, 2.404, -2.672)  0.088
H (-0.971, 3.445, -3.969)  0.085
H (-0.037, -5.912, -0.837)  0.032
O (1.631, 0.510, 0.699)  -0.367
C (5.064, -0.005, -1.552)  -0.036
H (1.277, -2.416, -3.217)  0.054
C (-1.151, -2.282, 1.840)  -0.018
H (6.313, -1.747, -1.528)  0.109
C (1.147, 0.854, -3.211)  -0.306
C (5.240, 1.778, 1.584)  -0.092
H (-2.336, -5.730, -3.529)  0.039
H (-5.599, 0.326, -2.028)  0.075
H (-4.883, 0.330, 2.947)  0.061
C (-0.656, -1.150, 1.241)  -0.120
C (1.943, 0.704, -4.472)  0.000
H (2.047, -2.212, 0.809)  0.087
H (-4.498, -4.184, -0.382)  0.001
H (6.096, 5.031, 1.175)  0.105
H (-1.228, 3.833, 3.587)  0.120
O (-0.705, 1.844, 1.198)  -0.023
H (3.644, 5.283, 1.370)  0.103
H (2.644, 2.235, -1.115)  0.061
H (-0.238, -0.351, 1.832)  0.084
C (1.929, 1.687, 4.425)  -0.095
H (4.389, 2.488, -1.171)  0.078
C (4.705, -3.773, 2.208)  -0.082
H (-0.424, 2.256, -5.168)  0.094
C (5.472, 4.159, 1.323)  -0.083
H (-6.801, 0.691, 0.759)  0.096
C (-0.053, 4.207, -0.613)  -0.028
C (3.304, 3.177, 1.624)  -0.126
C (-5.780, 0.725, 1.141)  -0.288
C (-3.982, -5.085, -0.717)  -0.162
H (-2.838, -4.040, -3.621)  0.016
H (-1.129, -4.441, -3.521)  0.016
H (5.696, 0.796, 1.617)  0.092
S (-1.293, -1.585, -2.592)  0.885
H (2.458, 2.563, 4.067)  0.090
H (-2.538, 0.548, -3.258)  0.011
C (0.058, 1.758, -3.133)  -0.275
H (-4.204, 1.117, -3.457)  0.064
H (-4.569, -5.546, -1.514)  0.036
H (-3.336, 2.613, 2.706)  0.094
C (-2.585, 1.822, 2.677)  0.016
C (-2.948, 2.443, -2.325)  -0.213
H (1.493, 2.580, 6.327)  0.103
C (-3.811, 4.324, -1.073)  -0.076
C (-1.620, -3.308, 1.039)  -0.047
H (1.295, 0.350, -5.277)  0.095
H (-5.422, -1.754, -3.162)  0.086
H (5.133, -0.599, 3.294)  0.103
H (-5.370, -1.646, 1.639)  0.066
C (-1.461, 3.787, -0.958)  -0.212
C (6.041, 2.896, 1.392)  -0.078
H (-1.153, -2.357, 2.918)  0.115
H (5.881, 0.684, -1.375)  0.115
H (0.550, 3.376, -0.251)  0.040

The spin multiplicity is 2. The electronic energy is -4837.02880 Eh. As for the lowest unoccupied orbital energy (spin up / spin down): -0.09607 / -0.10079 Eh. The calculation puts the HOMO energy (spin up / spin down) at -9.09 / -8.98 eV. The net charge is +1.